Entry 1:
Entry from OMol25: the ion C4H8BrN2 with charge +1 (ωB97M-V with the def2-TZVPD basis set).

Results
* largest force on an atom: 5.02 eV Å⁻¹
* SMILES string: C[C@@]1(Br)C[NH+]=CN1
* E_LUMO: -4.73 eV

Structure (ORCA input):
```
! wB97M-V def2-TZVPD RIJCOSX def2/J DEFGRID3
* xyz 1 1
C 0.338 1.815 0.898
C -0.378 0.655 -0.934
C 0.679 -0.125 -0.215
C 0.243 -1.758 0.117
N 0.953 0.618 0.964
N -0.549 1.761 -0.051
Br 2.508 -0.388 -1.235
H 0.516 2.506 1.671
H -0.086 0.900 -2.117
H -1.323 0.080 -1.004
H -0.371 -1.812 1.037
H 1.199 -2.272 0.287
H -0.272 -2.060 -0.804
H 1.886 0.432 1.249
H -1.438 2.250 -0.124
*
```



Entry 2:
Entry from OMol25: the ion C4H8BrN2O with charge +1 (ωB97M-V with the def2-TZVPD basis set).

Results
* largest force on an atom: 5.29 eV Å⁻¹
* E_LUMO: -4.46 eV

Structure (ORCA input):
```
! wB97M-V def2-TZVPD RIJCOSX def2/J DEFGRID3
* xyz 1 1
C -0.119 1.562 -0.158
C 0.951 -0.248 -0.568
C -0.042 -0.866 0.349
C -0.488 -2.276 -0.130
N -1.180 1.079 0.389
N 0.408 2.725 -0.227
O -1.348 -0.294 0.178
Br 2.749 0.057 0.089
H 0.761 -0.443 -1.567
H 0.395 -0.977 1.446
H -1.029 -2.217 -0.985
H -1.035 -2.850 0.543
H 0.392 -3.008 -0.324
H -1.759 1.565 1.102
H 1.380 2.829 -0.543
H -0.034 3.361 0.406
*
```



Entry 3:
Entry from OMol25: the molecule C4H8BrN2O2P (ωB97M-V with the def2-TZVPD basis set).

Results
* largest force on an atom: 4.67 eV Å⁻¹
* SMILES string: CN1C[P@@](=O)(Br)N(C)C1=O
* E_LUMO: 0.51 eV

Structure (ORCA input):
```
! wB97M-V def2-TZVPD RIJCOSX def2/J DEFGRID3
* xyz 0 1
C -0.271 -0.735 0.208
C 0.252 1.502 -0.268
C -1.462 0.509 -1.515
C 1.458 -1.646 1.707
N -0.454 0.314 -0.599
N 0.803 -0.548 1.104
O -0.970 -1.741 0.159
O 2.723 1.198 1.222
P 1.301 1.002 1.159
Br 0.369 1.976 2.929
H 0.915 1.847 -0.982
H -0.543 2.172 0.038
H -1.091 1.230 -2.331
H -1.736 -0.410 -2.108
H -2.311 0.888 -1.063
H 2.353 -2.017 1.262
H 1.971 -1.271 2.555
H 0.776 -2.444 1.894
*
```



Entry 4:
Entry from OMol25: a cluster of 2 separate species, C4H8ClF in total (ωB97M-V with the def2-TZVPD basis set).

Results
* largest force on an atom: 4.36 eV Å⁻¹
* E_LUMO (spin up / spin down): 0.13 / 0.13 eV

Structure (ORCA input):
```
! wB97M-V def2-TZVPD RIJCOSX def2/J DEFGRID3
* xyz 0 1
C -0.721 1.787 0.201
C 0.725 -1.828 -0.237
C -0.848 0.296 -0.226
C 0.532 -0.370 0.048
F 0.620 0.011 1.942
Cl 1.875 0.660 -0.515
H -0.204 2.146 -0.598
H -0.329 1.773 1.241
H -1.760 2.125 0.097
H 1.049 -1.993 -1.230
H 1.673 -2.147 0.175
H -0.238 -2.342 0.026
H -1.539 -0.141 0.405
H -0.836 0.025 -1.331
*
```



Entry 5:
Entry from OMol25: the molecule C4H8ClF (ωB97M-V with the def2-TZVPD basis set).

Results
* largest force on an atom: 4.49 eV Å⁻¹
* SMILES string: CCC[C@@H](F)Cl
* E_LUMO: 0.98 eV

Structure (ORCA input):
```
! wB97M-V def2-TZVPD RIJCOSX def2/J DEFGRID3
* xyz 0 1
C -1.226 -0.828 1.138
C -0.796 0.023 -0.005
C 0.699 -0.154 -0.114
C 1.363 0.836 -1.003
H -0.841 -1.837 0.953
H -0.832 -0.467 2.129
H -2.338 -0.927 1.199
H -1.373 -0.360 -0.957
H -1.045 1.019 0.125
H 1.000 -1.112 -0.533
H 1.097 -0.094 0.932
H 2.335 0.770 -0.818
F 1.209 0.623 -2.302
Cl 0.748 2.508 -0.744
*
```



Entry 6:
Entry from OMol25: a cluster of 2 separate species, C4H8ClIO in total (ωB97M-V with the def2-TZVPD basis set).

Results
* largest force on an atom: 3.61 eV Å⁻¹
* E_LUMO: -2.16 eV

Structure (ORCA input):
```
! wB97M-V def2-TZVPD RIJCOSX def2/J DEFGRID3
* xyz 0 1
C 0.626 2.148 0.240
C -1.721 -1.731 0.296
C 1.091 0.707 0.080
C -0.793 -0.722 -0.266
O 0.096 -0.206 0.539
Cl -0.938 -0.259 -1.887
I 2.643 -2.492 -0.925
H 1.428 2.815 -0.061
H -0.245 2.342 -0.379
H 0.372 2.348 1.278
H -2.054 -2.418 -0.478
H -1.212 -2.280 1.085
H -2.598 -1.247 0.733
H 1.963 0.506 0.706
H 1.343 0.488 -0.960
*
```



Entry 7:
Entry from OMol25: the molecule C4H8ClN (ωB97M-V with the def2-TZVPD basis set).

Results
* largest force on an atom: 4.44 eV Å⁻¹
* SMILES string: CC(C)/C=N/Cl
* E_LUMO: 1.04 eV

Structure (ORCA input):
```
! wB97M-V def2-TZVPD RIJCOSX def2/J DEFGRID3
* xyz 0 1
C -1.073 0.767 -0.298
C 1.310 0.130 -0.742
C 0.083 -1.316 0.772
C 0.288 0.115 0.321
N -1.661 1.653 0.338
Cl -3.139 2.181 -0.263
H -1.468 0.180 -1.057
H 1.282 -0.663 -1.448
H 2.252 -0.163 -0.322
H 1.400 1.073 -1.286
H -0.721 -1.835 0.256
H 1.082 -1.651 0.747
H -0.230 -1.284 1.899
H 0.597 0.813 1.084
*
```



Entry 8:
Entry from OMol25: a cluster of 2 separate species, C4H8ClO2 in total (ωB97M-V with the def2-TZVPD basis set).

Results
* largest force on an atom: 0.91 eV Å⁻¹
* E_LUMO: 3.52 eV

Structure (ORCA input):
```
! wB97M-V def2-TZVPD RIJCOSX def2/J DEFGRID3
* xyz -1 1
O -0.371 0.767 -1.462
O -1.053 -1.241 -0.464
C -1.407 0.068 -0.826
C 0.737 0.908 -0.572
C 0.018 -1.210 0.480
C 1.208 -0.459 -0.098
H -1.749 0.627 0.066
H -2.258 0.006 -1.531
H 1.521 1.456 -1.128
H 0.438 1.533 0.292
H -0.329 -0.724 1.413
H 0.258 -2.264 0.720
H 1.624 -1.026 -0.954
H 2.009 -0.355 0.659
Cl -0.646 1.915 3.406
*
```



Entry 9:
Entry from OMol25: a structure of composition C4H8CoO3 (ωB97M-V with the def2-TZVPD basis set).

Results
* largest force on an atom: 4.85 eV Å⁻¹
* E_LUMO (spin up / spin down): -10.90 / -11.85 eV

Structure (ORCA input):
```
! wB97M-V def2-TZVPD RIJCOSX def2/J DEFGRID3
* xyz 2 4
C -2.718 0.316 0.047
C -1.487 -0.553 0.010
O -0.399 0.255 0.550
H -3.532 -0.170 -0.504
H -3.049 0.503 1.076
H -2.487 1.273 -0.437
H -1.234 -0.875 -1.007
H -1.567 -1.428 0.666
Co 0.429 2.157 0.693
O 0.685 0.246 -0.336
O 2.361 1.396 0.146
C 2.928 0.257 0.068
C 2.059 -0.797 -0.384
H 1.961 -1.640 0.309
H 3.888 0.063 0.561
H 2.163 -1.003 -1.458
*
```



Entry 10:
Entry from OMol25: a structure of composition C4H8CrO (ωB97M-V with the def2-TZVPD basis set).

Results
* largest force on an atom: 3.65 eV Å⁻¹
* E_LUMO (spin up / spin down): -3.95 / -3.76 eV

Structure (ORCA input):
```
! wB97M-V def2-TZVPD RIJCOSX def2/J DEFGRID3
* xyz 1 6
H 0.054 -1.426 0.371
C 0.131 -0.242 1.312
C 0.007 1.295 1.053
C -0.585 0.525 -0.022
C -0.080 0.025 -1.342
O 0.095 -1.371 -1.213
Cr 0.835 -2.615 -2.388
H -0.202 -0.513 2.315
H 1.108 -0.410 0.847
H 0.958 1.777 0.818
H -0.657 1.810 1.745
H -1.648 0.295 0.109
H 0.871 0.543 -1.554
H -0.886 0.305 -2.049
*
```



Entry 11:
Entry from OMol25: a structure of composition C4H8CuO2 (ωB97M-V with the def2-TZVPD basis set).

Results
* largest force on an atom: 3.45 eV Å⁻¹
* E_LUMO (spin up / spin down): -0.75 / -0.82 eV

Structure (ORCA input):
```
! wB97M-V def2-TZVPD RIJCOSX def2/J DEFGRID3
* xyz 0 2
H 2.429 0.178 1.436
C 1.050 -0.896 0.133
C 2.107 0.074 0.379
O 2.436 1.042 -0.436
Cu 0.970 1.127 -1.900
H 1.296 -1.526 -0.743
H 0.818 -1.506 1.017
O -1.209 1.451 0.607
C -1.537 0.061 0.603
C -0.749 -0.509 -0.556
H -1.955 1.970 0.298
H -2.617 -0.060 0.398
H -1.297 -0.429 1.559
H -0.454 -1.052 -1.467
H -1.289 0.077 -1.327
*
```



Entry 12:
Entry from OMol25: the molecule C4H8F2O2S (ωB97M-V with the def2-TZVPD basis set).

Results
* largest force on an atom: 4.55 eV Å⁻¹
* SMILES string: CC(C)S(=O)(=O)C(F)F
* E_LUMO: 0.65 eV

Structure (ORCA input):
```
! wB97M-V def2-TZVPD RIJCOSX def2/J DEFGRID3
* xyz 0 1
C -0.700 -1.084 -0.985
C -1.138 -0.939 1.486
C -0.225 -0.694 0.309
C 1.877 1.468 -1.018
O -0.804 1.960 -0.132
O 0.709 1.372 1.763
F 2.894 0.812 -0.445
F 1.500 0.867 -2.193
S 0.223 1.100 0.413
H -1.677 -0.538 -0.921
H -0.114 -0.848 -1.902
H -0.989 -2.155 -1.001
H -1.833 -1.721 1.240
H -1.781 -0.039 1.479
H -0.608 -0.936 2.352
H 0.719 -1.188 0.612
H 1.949 2.562 -1.055
*
```